1.
Computed, not measured: one molecule with the formula CCl3F2PS3, with the ωB97M-V functional and the def2-TZVPD basis.

Structure (XYZ):
```
10
Properties=species:S:1:pos:R:3:forces:R:3
F -1.251 1.379 -0.114 -1.77 -1.91 0.40
P -2.111 0.008 0.148 -1.00 0.89 -0.14
F -2.459 0.256 1.716 1.08 -0.38 -1.89
S -3.767 -0.351 -0.848 2.11 0.48 0.93
S -0.530 -1.466 -0.012 -1.81 1.05 0.42
S 0.748 -0.368 1.079 1.71 -0.34 -0.03
C 2.061 0.034 -0.256 -0.91 0.46 1.49
Cl 2.261 -1.296 -1.327 0.36 -0.40 -0.56
Cl 1.514 1.483 -1.090 0.52 0.03 -0.30
Cl 3.535 0.320 0.704 -0.28 0.11 -0.31
```
Forces are in eV/Å.

The SMILES is FP(F)(=S)SSC(Cl)(Cl)Cl. The HOMO energy is -0.355 hartree. The HOMO-LUMO gap is 9.29 eV.

natural (NBO) atomic charge list, values in e, 8 entries: F -0.553; P 1.620; F -0.551; S -0.465; S -0.086; S 0.164; C -0.320; Cl 0.086

2.
Computed, not measured: a 2-piece molecular cluster, CCl3F3OP overall, with the ωB97M-V functional and the def2-TZVPD basis.

Structure (XYZ):
```
9
Properties=species:S:1:pos:R:3:forces:R:3
C -0.162 0.091 -1.476 -0.49 -3.03 1.72
O -0.221 0.353 0.811 1.04 -0.89 -1.21
F 0.522 1.086 -1.620 0.08 1.38 -0.35
F -1.415 0.104 -1.329 1.58 0.14 -0.95
F 0.442 -1.034 -1.672 -1.48 1.74 0.35
P 0.192 -0.281 2.098 -1.70 1.53 -0.71
Cl 0.445 -2.217 2.045 0.00 -0.27 0.13
Cl -1.358 0.229 3.237 0.48 -0.59 0.61
Cl 1.809 0.526 2.810 0.48 -0.01 0.41
```
Forces are in eV/Å.

The HOMO energy is -0.565 hartree. The HOMO-LUMO gap is 9.34 eV. Its total charge is +1.

natural (NBO) atomic charge list, values in e, 8 entries: C 1.410; O -1.139; F -0.146; F -0.155; F -0.189; P 1.615; Cl -0.126; Cl -0.148

3.
Computed, not measured: CCl4OS as an isolated structure, with the ωB97M-V functional and the def2-TZVPD basis.

Structure (XYZ):
```
7
Properties=species:S:1:pos:R:3:forces:R:3
C 1.145 0.528 -0.477 -1.58 1.28 1.34
O 0.016 -0.206 1.919 -0.35 0.57 0.98
S -0.220 -0.313 0.535 2.19 -0.82 -0.59
Cl 0.939 0.118 -2.108 -0.14 0.17 -0.66
Cl 0.112 2.317 -0.049 1.04 -1.36 -0.62
Cl -2.121 -0.159 0.060 -0.97 0.08 -0.21
Cl 0.129 -2.285 0.119 -0.18 0.08 -0.24
```
Forces are in eV/Å.

The HOMO energy is -0.360 hartree. The HOMO-LUMO gap is 8.37 eV.

The net atomic charges from natural (NBO), expressed in e, are: C -0.286; O -0.832; S 1.529; Cl 0.067; Cl -0.229; Cl -0.086; Cl -0.163

4.
Computed, not measured: one molecule with the formula CCl4S2, with the ωB97M-V functional and the def2-TZVPD basis.

Structure (XYZ):
```
7
Properties=species:S:1:pos:R:3:forces:R:3
Cl 2.288 -0.786 2.150 -0.32 0.14 -0.17
S 0.239 -0.971 1.986 -0.16 0.29 -0.01
S -0.531 0.659 1.167 -0.04 -0.23 -1.43
C -0.504 0.391 -0.840 -0.92 -2.49 0.59
Cl -2.147 0.286 -1.704 0.79 -0.11 1.37
Cl 0.311 1.614 -1.636 1.18 1.65 -0.32
Cl 0.344 -1.193 -1.124 -0.52 0.75 -0.03
```
Forces are in eV/Å.

The SMILES is ClSSC(Cl)(Cl)Cl. The HOMO energy is -0.361 hartree. The HOMO-LUMO gap is 9.16 eV.

The net atomic charges from natural (NBO), expressed in e, are: Cl -0.170; S 0.190; S 0.161; C -0.285; Cl -0.008; Cl 0.104; Cl 0.008

5.
Computed, not measured: a 2-piece molecular cluster, CClF2NO2 overall, with the ωB97M-V functional and the def2-TZVPD basis.

Structure (XYZ):
```
7
Properties=species:S:1:pos:R:3:forces:R:3
C 0.470 -0.933 -1.606 -0.29 -0.69 1.06
N -0.718 1.272 1.561 -1.39 1.64 1.24
O -0.421 0.892 0.499 0.86 -0.95 -0.89
O -0.498 1.055 2.705 0.52 -0.61 -0.29
F 1.366 -1.751 -0.985 -1.44 0.85 -1.15
F 0.941 -0.503 -2.759 -0.47 -0.65 0.39
Cl -1.281 -1.521 -1.566 2.22 0.42 -0.36
```
Forces are in eV/Å.

The HOMO energy (alpha / beta) is -0.373 / -0.350 hartree. The HOMO-LUMO gap (alpha / beta) is 9.47 / 8.29 eV.

The net atomic charges from natural (NBO), expressed in e, are: C 0.701; N 0.530; O -0.266; O -0.269; F -0.324; F -0.303; Cl -0.071

6.
Computed, not measured: one molecule with the formula CClF3, with the ωB97M-V functional and the def2-TZVPD basis.

Structure (XYZ):
```
5
Properties=species:S:1:pos:R:3:forces:R:3
F -0.990 -0.941 -0.043 0.08 -0.07 -0.79
C -0.017 -0.024 0.062 0.86 -2.65 -2.86
F -0.201 0.557 1.134 -0.66 2.89 4.28
F 1.160 -0.670 0.134 0.00 -0.26 -0.25
Cl 0.049 1.078 -1.287 -0.28 0.09 -0.38
```
Forces are in eV/Å.

The SMILES is FC(F)(F)Cl. The HOMO energy is -0.458 hartree. The HOMO-LUMO gap is 13.27 eV.

The net atomic charges from natural (NBO), expressed in e, are: F -0.315; C 0.932; F -0.275; F -0.320; Cl -0.022

7.
Computed, not measured: one molecule with the formula CClF3O5S2, with the ωB97M-V functional and the def2-TZVPD basis.

Structure (XYZ):
```
12
Properties=species:S:1:pos:R:3:forces:R:3
O 1.652 1.180 -1.421 -0.64 -1.26 1.58
S 1.655 0.586 -0.106 2.80 1.32 -1.09
O 1.862 1.377 1.052 -0.69 0.01 0.33
Cl 3.277 -0.741 -0.098 -0.95 0.19 -0.10
C 0.281 -0.666 0.206 0.74 0.35 1.12
F 0.260 -1.314 -0.909 -0.19 -1.88 -1.11
F 0.599 -1.426 1.275 -0.66 0.78 -1.08
S -1.248 0.343 0.235 -0.75 1.14 0.15
O -1.176 0.973 -1.016 -0.14 0.70 -0.98
O -1.357 1.087 1.434 -0.15 -0.84 0.14
O -2.352 -0.863 0.079 -0.04 -0.93 0.97
F -3.454 -0.536 -0.730 0.68 0.42 0.07
```
Forces are in eV/Å.

The SMILES is O=S(=O)(Cl)C(F)(F)S(=O)(=O)OF. The HOMO energy is -0.446 hartree. The HOMO-LUMO gap is 10.06 eV.

natural (NBO) atomic charge list, values in e, 8 entries: O -0.816; S 2.002; O -0.852; Cl -0.211; C 0.249; F -0.272; F -0.276; S 2.261

8.
Computed, not measured: CClFOS as an isolated structure, with the ωB97M-V functional and the def2-TZVPD basis.

Structure (XYZ):
```
5
Properties=species:S:1:pos:R:3:forces:R:3
C -0.066 1.017 0.346 -0.46 0.74 0.97
O 0.519 -1.402 0.945 3.68 -1.53 3.58
F -1.182 -1.036 -0.209 -1.79 1.24 -2.44
S 0.376 -0.622 -0.210 -1.57 -1.02 -1.53
Cl 0.352 2.042 -0.872 0.15 0.57 -0.58
```
Forces are in eV/Å.

The HOMO energy is -0.361 hartree. The HOMO-LUMO gap is 7.44 eV.

The net atomic charges from natural (NBO), expressed in e, are: C -0.240; O -0.866; F -0.494; S 1.460; Cl 0.140

9.
Computed, not measured: CClN3S as an isolated structure, with the ωB97M-V functional and the def2-TZVPD basis.

Structure (XYZ):
```
6
Properties=species:S:1:pos:R:3:forces:R:3
C -0.310 -0.271 -0.292 -1.36 2.66 2.44
N 0.648 -1.045 -0.793 -1.09 -0.56 -1.03
N -0.086 0.740 0.484 -1.62 -1.35 -0.86
N 1.756 -0.551 -0.481 1.66 1.01 1.51
S 1.499 0.831 0.626 0.88 -1.26 -1.53
Cl -3.507 0.295 0.455 1.53 -0.50 -0.55
```
Forces are in eV/Å.

The HOMO energy (alpha / beta) is -0.371 / -0.371 hartree. The HOMO-LUMO gap (alpha / beta) is 5.43 / 5.41 eV.

The net atomic charges from natural (NBO), expressed in e, are: C 0.592; N -0.245; N -0.604; N -0.227; S 0.814; Cl -0.330

10.
Computed, not measured: one molecule with the formula CClNO, with the ωB97M-V functional and the def2-TZVPD basis.

Structure (XYZ):
```
4
Properties=species:S:1:pos:R:3:forces:R:3
N 1.391 0.633 0.925 0.46 0.68 0.86
C 0.528 0.340 0.233 -0.88 -1.35 -1.09
O -0.188 -0.157 -0.743 0.06 0.40 -0.13
Cl -1.732 -0.816 -0.415 0.36 0.27 0.36
```
Forces are in eV/Å.

The SMILES is N#COCl. The HOMO energy is -0.421 hartree. The HOMO-LUMO gap is 9.81 eV.

The net atomic charges from natural (NBO), expressed in e, are: N -0.342; C 0.518; O -0.479; Cl 0.304

11.
Computed, not measured: a 2-piece molecular cluster, CClNO2 overall, with the ωB97M-V functional and the def2-TZVPD basis.

Structure (XYZ):
```
5
Properties=species:S:1:pos:R:3:forces:R:3
C 0.794 0.363 0.769 -1.40 3.87 1.07
N -1.177 -0.388 -1.707 -1.67 -0.17 0.76
O 0.747 1.434 1.312 0.38 -2.91 -1.29
O -2.232 -0.497 -1.240 1.67 0.17 -0.75
Cl 1.868 -0.912 0.866 1.02 -0.96 0.22
```
Forces are in eV/Å.

As for the multiplicity: 3. The HOMO energy (alpha / beta) is -0.322 / -0.452 hartree. The HOMO-LUMO gap (alpha / beta) is 8.48 / 11.09 eV.

The net atomic charges from natural (NBO), expressed in e, are: C 0.406; N 0.190; O -0.458; O -0.194; Cl 0.055

12.
Computed, not measured: a 2-piece molecular cluster, CClO2 overall, with the ωB97M-V functional and the def2-TZVPD basis.

Structure (XYZ):
```
4
Properties=species:S:1:pos:R:3:forces:R:3
C 0.032 0.818 -0.165 -0.44 0.31 -2.39
O -0.200 1.156 -1.276 0.27 -0.43 1.55
O 0.275 0.516 0.910 0.21 0.27 0.96
Cl -0.107 -2.490 0.530 -0.05 -0.14 -0.13
```
Forces are in eV/Å.

The HOMO energy is -0.129 hartree. The HOMO-LUMO gap is 7.10 eV. Its total charge is -1.

The net atomic charges from natural (NBO), expressed in e, are: C 1.041; O -0.578; O -0.467; Cl -0.996

| no. | E_tot (eV) |
| --- | --- |
| 1 | -85835.964 |
| 2 | -58086.212 |
| 3 | -64005.417 |
| 4 | -72796.426 |
| 5 | -24573.634 |
| 6 | -21711.908 |
| 7 | -53613.010 |
| 8 | -29154.485 |
| 9 | -28858.043 |
| 10 | -17093.669 |
| 11 | -19140.232 |
| 12 | -17657.157 |